No. 1
A 2-piece molecular cluster, BrNO2S overall, computed with ωB97M-V/def2-TZVPD.

lowest unoccupied orbital energy (alpha / beta): -1.32 / -1.32 eV
strongest force on any atom: 1.97 eV/A
HOMO (alpha / beta): -9.3 / -9.2 eV

Element x y z (Å)
N (0.7990, 1.0034, 1.7717)
O (0.8524, -1.0291, -0.5166)
O (-1.5393, -0.5676, -0.8655)
S (-0.4536, -1.4919, -0.9552)
Br (0.3414, 2.0852, 0.5656)

Quick look at the Löwdin charges, all values in e: -0.573 -0.481 -0.457 0.874 0.637

No. 2
C2H2NO2S2 as an isolated structure, computed with ωB97M-V/def2-TZVPD.

net charge: -1
lowest unoccupied orbital energy: 3.49 eV
strongest force on any atom: 3.13 eV/A
HOMO: -3.9 eV

Element x y z (Å)
C (-0.0802, 0.4860, 0.0157)
C (1.3251, 0.2789, -1.3305)
N (-0.4295, -0.5984, 0.6427)
O (1.8823, 1.2974, -1.6119)
O (-1.5924, -0.7308, 1.4973)
S (1.4299, -1.3545, -1.5391)
S (-0.7736, 1.9440, 0.5440)
H (0.1376, -1.4488, 0.5109)
H (-1.8992, 0.1261, 1.2710)

Here are the Löwdin charges for atoms 1 to 8, given in e: -0.753 -0.957 -0.159 -0.054 -0.057 0.504 0.462 0.067

No. 3
One molecule with the formula C5H6O, computed with ωB97M-V/def2-TZVPD.

lowest unoccupied orbital energy: 0.26 eV
strongest force on any atom: 2.54 eV/A
HOMO: -10.0 eV

Element x y z (Å)
C (1.3735, -1.2236, 0.0158)
C (0.7109, 0.0541, 0.6172)
C (-0.1912, 0.8396, -0.3514)
O (0.3364, 0.8989, -1.4349)
C (-1.6596, 1.1206, -0.2426)
C (-2.8664, 1.2246, -0.3024)
H (1.8325, -1.7865, 0.8412)
H (2.1660, -1.0265, -0.7173)
H (0.6449, -1.8893, -0.4610)
H (1.5190, 0.7241, 0.9485)
H (0.0758, -0.2365, 1.4396)
H (-3.9420, 1.3005, -0.3528)

Here are the Löwdin charges for atoms 1 to 8, given in e: -0.093 -0.176 -0.397 0.081 -0.017 0.130 0.071 0.073

No. 4
C3H5NO2 as an isolated structure, computed with ωB97M-V/def2-TZVPD.

lowest unoccupied orbital energy: -0.31 eV
strongest force on any atom: 1.59 eV/A
HOMO: -9.2 eV

Element x y z (Å)
C (0.4891, -1.1038, -0.1391)
C (0.8152, 0.0622, -1.0708)
O (1.7859, 0.3498, -1.7488)
O (0.5509, 1.3548, 0.2687)
C (-0.5308, 1.0691, 0.8106)
N (-1.0091, -0.1680, 0.7686)
H (0.8429, -1.3495, 0.8347)
H (-0.2214, 0.1155, -1.4349)
H (0.2962, -1.9673, -0.8124)
H (-1.0805, 1.8930, 1.3010)
H (-1.9385, -0.2558, 1.2225)

Here are the Löwdin charges for atoms 1 to 8, given in e: 0.166 -0.460 0.017 -0.007 -0.371 0.087 0.079 0.116

No. 5
One molecule with the formula C8H9NOS, computed with ωB97M-V/def2-TZVPD.

lowest unoccupied orbital energy: 0.63 eV
strongest force on any atom: 3.33 eV/A
HOMO: -7.7 eV

Element x y z (Å)
C (-0.6122, -2.1914, 0.2704)
C (-1.8659, -1.8189, 0.6130)
C (-0.0964, -1.3582, -0.8375)
C (-1.9724, -0.4729, 0.0616)
C (1.3101, 0.5508, -0.2361)
C (0.2496, 1.6783, -0.6216)
C (-2.2876, 0.6888, 0.6201)
C (2.5691, 0.9892, 0.3801)
N (1.1616, -0.6798, -0.3883)
O (-1.1261, -0.3816, -1.0135)
S (-1.3890, 2.0938, 0.1272)
H (-0.1709, -3.0345, 0.6946)
H (-2.5377, -2.1886, 1.4139)
H (0.2324, -1.9629, -1.7820)
H (0.6948, 2.6782, -0.6971)
H (-0.1197, 1.2897, -1.6110)
H (-2.9479, 0.6261, 1.3798)
H (2.5898, 1.8858, 1.0241)
H (3.1946, 1.2888, -0.3941)
H (3.1238, 0.3196, 0.9962)

Here are the Löwdin charges for atoms 1 to 8, given in e: -0.013 0.030 -0.285 -0.377 -0.343 -0.363 -0.370 -0.053

No. 6
C22H49N2OP3STb as an isolated structure, computed with ωB97M-V/def2-TZVPD.

net charge: +3
multiplicity: 7
lowest unoccupied orbital energy (alpha / beta): -10.37 / -10.13 eV
strongest force on any atom: 1.94 eV/A
HOMO (alpha / beta): -15.2 / -15.2 eV

Element x y z (Å)
Tb (-0.0981, -0.0855, 0.3211)
P (2.3660, 1.2717, 1.0179)
P (-2.1328, 1.8747, 0.3060)
P (0.7129, 1.4223, -1.9670)
H (-0.8560, -2.7950, 0.7660)
C (-0.2045, -2.6052, -0.1034)
C (1.1491, -2.4218, -0.0052)
H (1.7005, -2.6601, 0.9070)
C (2.9213, 0.7321, 2.6822)
C (2.3503, 3.0896, 1.3049)
C (3.9457, 1.0873, 0.1065)
C (-3.5995, 1.3044, -0.6304)
C (-2.9305, 2.2400, 1.9135)
C (-1.9104, 3.5869, -0.3086)
C (1.9865, 0.4596, -2.8682)
C (1.3841, 3.1142, -2.1593)
C (-0.6786, 1.5014, -3.1571)
H (-0.7397, -2.6511, -1.0587)
H (1.7755, -2.0997, -0.8485)
H (2.8150, -0.3586, 2.7755)
H (2.3184, 1.2092, 3.4676)
H (3.9801, 0.9905, 2.8519)
H (1.7337, 3.3182, 2.1847)
H (1.9407, 3.6244, 0.4399)
H (3.3764, 3.4438, 1.4890)
H (4.1055, 0.0297, -0.1492)
H (4.7564, 1.4188, 0.7717)
H (3.9678, 1.6827, -0.8165)
H (-4.4091, 2.0341, -0.4882)
H (-3.9148, 0.3267, -0.2389)
H (-3.3658, 1.2018, -1.6986)
H (-3.9821, 2.5229, 1.7701)
H (-2.4092, 3.0629, 2.4199)
H (-2.8950, 1.3503, 2.5561)
H (-2.8366, 4.1470, -0.1219)
H (-1.6768, 3.6160, -1.3790)
H (-1.0874, 4.0616, 0.2430)
H (1.9835, 0.7836, -3.9171)
H (1.7620, -0.6151, -2.8337)
H (2.9799, 0.6277, -2.4323)
H (1.4520, 3.3222, -3.2364)
H (2.3819, 3.1904, -1.7107)
H (0.7126, 3.8465, -1.6912)
H (-0.2866, 1.3512, -4.1774)
H (-1.2158, 2.4606, -3.1168)
H (-1.3905, 0.6903, -2.9402)
C (-0.6659, -2.9826, -5.1481)
C (-1.7313, -2.8059, -6.0544)
C (-1.8467, -3.6066, -7.1956)
C (-0.9068, -4.6048, -7.4468)
C (0.1277, -4.8312, -6.5369)
C (0.2442, -4.0290, -5.3912)
S (-0.4306, -1.8652, -3.8105)
H (-0.6054, -2.6322, -2.6644)
H (-2.4679, -2.0321, -5.8451)
H (-2.6699, -3.4417, -7.8959)
H (-0.9914, -5.2184, -8.3500)
H (0.8451, -5.6307, -6.7182)
H (1.0482, -4.1948, -4.6821)
C (0.3716, -2.7617, 3.3579)
N (-0.0847, -1.7035, 4.2456)
C (0.1726, -1.9031, 5.6729)
C (-0.3953, -0.5092, 3.7156)
O (-0.2643, -0.3488, 2.4342)
N (-0.8059, 0.5078, 4.5031)
C (-0.4706, 1.8938, 4.1896)
C (-1.6947, 0.3344, 5.6554)
H (0.5969, -3.6430, 3.9707)
H (1.2898, -2.4604, 2.8289)
H (-0.4003, -3.0137, 2.6244)
H (0.5596, -0.9945, 6.1454)
H (-0.7292, -2.2364, 6.2147)
H (0.9258, -2.6901, 5.7594)
H (-1.3601, 2.5302, 4.2904)
H (0.2979, 2.2850, 4.8751)
H (-0.0927, 1.9840, 3.1660)
H (-2.5331, 1.0430, 5.5814)
H (-2.1048, -0.6786, 5.6666)
H (-1.1660, 0.5347, 6.6019)

Here are the Löwdin charges for atoms 1 to 8, given in e: 1.258 0.719 0.706 0.669 0.071 -0.140 -0.063 0.075

No. 7
One molecule with the formula C4H10N2O, computed with ωB97M-V/def2-TZVPD.

lowest unoccupied orbital energy: 0.91 eV
strongest force on any atom: 4.85 eV/A
HOMO: -9.3 eV

Element x y z (Å)
C (1.3207, 1.4025, 0.5853)
C (0.9502, 0.1771, -0.2428)
C (1.1800, -1.1521, 0.5289)
N (-0.3407, 0.1919, -0.7935)
C (-1.4824, -0.3107, -0.0986)
N (-2.8011, -0.1141, -0.8920)
O (-1.5185, -0.9837, 0.9638)
H (2.3345, 1.2269, 0.9008)
H (0.5799, 1.6746, 1.3906)
H (1.5235, 2.3968, 0.0801)
H (1.6882, 0.1545, -1.2330)
H (0.4549, -2.0011, 0.4697)
H (1.9979, -1.6356, 0.0043)
H (1.5376, -1.1906, 1.5573)
H (-0.6020, 0.9222, -1.4952)
H (-3.2637, -0.8592, -1.5644)
H (-3.5592, 0.1005, -0.1612)

Here are the Löwdin charges for atoms 1 to 8, given in e: -0.082 -0.448 -0.077 0.037 -0.444 0.015 -0.002 0.061

No. 8
C2H2FIO3 as an isolated structure, computed with ωB97M-V/def2-TZVPD.

lowest unoccupied orbital energy: -0.23 eV
strongest force on any atom: 3.70 eV/A
HOMO: -9.7 eV

Element x y z (Å)
C (0.1041, -1.4662, 0.2438)
C (-0.0013, 0.5598, 0.0835)
O (0.7013, -2.3395, -0.3005)
O (1.0633, 1.0347, 0.7226)
O (0.0043, 0.8716, -1.2696)
F (-0.7122, -1.7710, 1.2476)
I (-1.8819, 1.1629, 0.9698)
H (1.5711, 1.4267, 0.0074)
H (-0.8487, 0.5209, -1.7047)

Here are the Löwdin charges for atoms 1 to 8, given in e: -0.343 -0.897 0.128 0.003 -0.078 0.023 0.898 0.125

> Look up the strongest force on any atom of the second one.

3.13 eV/A

> strongest force on any atom of number 5 (C8H9NOS)?

3.33 eV/A

> What is the strongest force on any atom in the sixth record?

1.94 eV/A

> Which of these has the highest strongest force on any atom?

C4H10N2O